Record 1
15
Properties=species:S:1:pos:R:3:forces:R:3:nbo_charge:R:1 method="wB97M-V/def2-TZVPD" charge=0 smiles=C[C@@H](O)[C@H]1CN1 largest_force_ev_per_a=0.72 de_lowest_ev=2.0883 gap_ha=0.3990
C -1.924887 0.242321 -0.389693 0.0 0.0 0.1 -0.6181
C -0.643142 0.446185 0.406199 0.1 0.0 -0.4 0.0818
O -0.728910 -0.012255 1.736505 0.0 0.0 0.1 -0.7257
C 0.468491 -0.366794 -0.236826 -0.2 0.0 -0.1 -0.1026
C 1.780076 0.181958 -0.615628 0.2 0.1 0.0 -0.2477
N 1.604849 -0.563517 0.646586 0.4 -0.2 -0.1 -0.6325
H -2.760959 0.847859 -0.031287 0.2 -0.1 0.1 0.2200
H -1.731256 0.515001 -1.436304 -0.1 0.0 0.2 0.2081
H -2.220528 -0.811981 -0.361106 0.0 0.1 0.0 0.2097
H -0.378510 1.519140 0.387456 0.0 -0.2 0.0 0.1528
H 0.211342 -0.237951 1.919134 -0.6 0.2 0.3 0.4865
H 0.135872 -1.248360 -0.785614 0.0 0.2 0.0 0.1946
H 2.007094 1.226191 -0.423163 -0.2 0.0 -0.2 0.2030
H 2.251295 -0.214539 -1.517786 0.1 -0.2 0.5 0.2001
H 1.929180 -1.523259 0.701531 0.1 0.2 -0.5 0.3699

Record 2
56
Properties=species:S:1:pos:R:3:forces:R:3:nbo_charge:R:1 method="wB97M-V/def2-TZVPD" charge=+1 largest_force_ev_per_a=0.55 gap_ha=0.3166
Be 0.199835 0.130004 0.268346 0.0 0.0 0.3 1.6222
Br 1.729287 2.302989 2.640932 -0.1 0.0 -0.1 0.1240
C 0.756781 0.751936 3.071805 -0.1 -0.2 -0.3 0.1605
C 0.598504 0.398136 4.398080 0.0 -0.1 0.1 -0.2624
C -0.072059 -0.781060 4.692934 0.1 0.1 0.1 -0.1131
C -0.552331 -1.575827 3.666705 -0.1 -0.1 0.0 -0.2097
C -0.358974 -1.143541 2.376054 0.1 0.2 -0.2 0.1163
N 0.273625 0.008959 2.073641 0.0 0.0 0.2 -0.6502
C -0.778848 -1.925698 1.144470 0.0 0.1 0.1 0.7618
O -1.381486 -2.961250 1.235712 0.1 0.1 -0.1 -0.5552
O -0.359247 -1.327462 0.051887 -0.2 -0.2 0.1 -0.9780
H 1.006553 1.026751 5.176398 0.0 0.0 0.0 0.2535
H -0.200213 -1.080658 5.725842 0.0 0.0 0.0 0.2421
H -1.067959 -2.512245 3.835785 0.0 0.0 0.0 0.2660
Cl -0.678505 -0.197601 -2.769631 0.0 0.0 0.0 0.0156
C -1.568348 1.279000 -2.988991 0.0 0.1 0.2 -0.0080
C -1.892235 1.636057 -4.286327 0.0 0.0 -0.1 -0.2354
C -2.639534 2.778743 -4.512004 0.0 0.0 -0.1 -0.1545
C -3.059462 3.552621 -3.442933 0.0 0.0 0.0 -0.2283
C -2.721774 3.190519 -2.149272 0.0 0.0 0.0 -0.1094
C -1.968639 2.044012 -1.887293 0.2 -0.1 -0.1 -0.3988
P -1.514124 1.603006 -0.158736 -0.3 0.0 -0.1 0.7680
C -1.669018 3.218311 0.679840 0.0 -0.1 0.0 -0.3528
C -2.851118 3.659537 1.276399 0.1 0.0 0.0 -0.2105
C -2.934242 4.947432 1.788910 0.0 0.0 0.0 -0.1928
C -1.847960 5.807906 1.699929 -0.1 0.0 0.0 -0.1830
C -0.676802 5.381735 1.092154 0.1 0.0 0.0 -0.2068
C -0.588876 4.093420 0.585925 0.0 0.0 0.0 -0.1863
C -2.912025 0.594574 0.439230 0.0 0.1 0.0 -0.3797
C -3.685401 -0.151794 -0.444506 0.0 0.0 0.0 -0.1269
C -4.674454 -0.999013 0.035960 0.0 0.0 0.0 -0.2065
C -4.895464 -1.111397 1.400121 0.0 0.0 0.0 -0.1827
C -4.121729 -0.378866 2.289494 0.1 0.0 0.0 -0.1949
C -3.129293 0.465419 1.813585 0.0 0.0 0.0 -0.2323
H -1.564247 1.015423 -5.109255 0.0 0.0 0.0 0.2389
H -2.894608 3.058481 -5.526441 0.0 0.0 0.0 0.2301
H -3.648153 4.444209 -3.613024 0.0 0.0 0.0 0.2299
H -3.048103 3.814658 -1.330212 0.0 0.0 0.0 0.2203
H -3.712700 3.009533 1.329643 0.0 -0.1 0.0 0.2328
H -3.855753 5.279333 2.250638 0.0 0.0 0.0 0.2271
H -1.919626 6.814199 2.094405 0.0 0.0 0.0 0.2281
H 0.170451 6.052319 1.011331 0.0 0.0 0.0 0.2258
H 0.321362 3.769051 0.096109 0.0 0.0 0.0 0.2189
H -3.512977 -0.077241 -1.511694 0.0 0.0 0.0 0.2150
H -5.269934 -1.576471 -0.659365 0.0 0.0 0.0 0.2279
H -5.668629 -1.772881 1.771579 0.0 0.0 0.0 0.2277
H -4.286677 -0.468542 3.356237 0.0 0.0 0.0 0.2221
H -2.536719 1.041952 2.515323 0.0 0.0 0.0 0.2167
N 2.173965 -1.572456 -1.208318 0.1 0.0 0.0 -0.7976
C 2.476358 -0.313675 -0.881050 -0.1 -0.5 -0.1 0.8185
N 3.707441 0.163169 -1.097574 -0.1 0.0 0.0 -0.7857
O 1.612440 0.440287 -0.355674 0.2 0.5 0.0 -0.8701
H 2.824427 -2.189309 -1.660196 0.1 0.0 0.0 0.4107
H 1.252237 -1.918040 -0.970544 -0.1 0.1 0.0 0.4520
H 4.429480 -0.375345 -1.539580 0.0 0.0 0.0 0.4133
H 3.890598 1.117493 -0.847282 0.0 0.1 0.0 0.4256

Record 3
84
Properties=species:S:1:pos:R:3:forces:R:3:mulliken_charge:R:1 method="wB97M-V/def2-TZVPD" charge=+1 largest_force_ev_per_a=5.60 gap_ha=0.2517
C 4.577277 1.709152 -3.868033 -1.4 -0.7 -1.2 -0.4177
C 3.104066 2.458942 -3.663697 2.0 1.3 -0.1 -0.5280
N 2.223473 1.578066 -2.807889 -2.1 -2.9 -0.7 0.1836
C 1.649961 0.370742 -3.226797 2.1 3.0 -0.5 -0.5318
N 1.981378 -0.091819 -4.628071 -0.9 0.8 2.7 -0.3421
N 0.817988 -0.355929 -2.199240 -0.1 1.9 -3.2 0.0623
C -0.647152 -0.430862 -2.544117 -0.3 -3.7 -2.3 0.7536
F -0.995348 -1.902530 -2.495713 0.7 4.8 -0.2 -0.2683
F -0.959712 -0.039041 -3.969624 1.1 -0.7 4.6 -0.2838
C -1.671888 0.296600 -1.506394 -2.9 -1.6 -0.1 0.5529
F -2.931797 0.589717 -2.283214 4.1 -0.7 2.7 -0.2603
F -2.053878 -0.701266 -0.460740 1.6 3.7 -3.3 -0.2535
C -1.178473 1.695227 -0.834483 -0.8 0.5 3.8 0.3950
F 0.090167 1.581997 -0.021544 -4.0 0.2 -3.1 -0.2497
F -2.229672 2.040819 0.197943 3.6 -1.2 -3.4 -0.2337
C -1.119038 2.992145 -1.832783 0.1 3.2 -0.8 0.6133
F -2.477543 3.555491 -2.005700 5.2 -2.1 0.5 -0.1929
F -0.532382 2.747692 -3.166143 -2.0 0.5 4.5 -0.2033
F -0.231354 4.021551 -1.172638 -3.2 -3.6 -2.4 -0.2431
H 4.456691 1.089205 -4.881282 0.7 1.9 2.5 -0.0174
H 5.475046 2.456014 -3.941124 -1.9 -1.4 0.3 0.3804
H 4.675316 0.903430 -3.017804 0.1 1.8 -1.6 0.1924
H 3.363143 3.484089 -3.113454 -1.2 -2.4 -0.8 0.3437
H 2.581013 2.741424 -4.671581 0.9 -0.8 2.0 0.2479
H 2.015443 1.914612 -1.825114 0.1 -0.7 -1.5 0.3322
H 1.824580 0.643005 -5.351738 0.2 -0.6 1.1 0.3813
H 2.946638 -0.490660 -4.704696 -0.8 0.4 0.3 0.2483
H 1.239389 -1.304485 -2.070997 -0.8 0.3 -0.1 0.5643
C 6.904148 -4.871600 -6.891751 -0.1 0.1 0.0 -0.4045
C 6.447477 -4.607672 -5.599492 -0.1 0.3 -0.2 -0.5856
C 5.912752 -3.356047 -5.288206 0.0 0.0 0.0 -0.1625
C 5.835585 -2.373077 -6.284492 0.4 -0.7 -0.1 0.2177
C 6.300377 -2.632796 -7.580631 0.0 0.0 -0.1 -0.3318
C 6.835723 -3.887347 -7.879256 -0.2 0.2 0.3 -0.4685
N 5.251127 -1.063854 -5.970142 0.2 0.4 -1.0 1.0358
O 4.868611 -0.866353 -4.807224 0.1 -0.7 -1.2 -0.6518
O 5.169811 -0.232837 -6.886024 -0.1 -1.1 1.8 -0.5889
H 7.315102 -5.850888 -7.131154 -0.1 0.2 0.1 0.3818
H 6.505532 -5.379403 -4.834891 0.0 0.2 -0.1 0.3694
H 5.561107 -3.166096 -4.276466 0.0 0.1 -0.3 0.3860
H 6.251074 -1.877468 -8.362164 -0.1 -0.1 0.3 0.4240
H 7.196410 -4.099726 -8.883272 -0.1 0.1 0.2 0.3766
C -4.849038 3.135966 1.170442 -0.1 0.1 0.0 -0.1089
C -4.680411 2.628449 2.459679 -0.3 0.2 -0.1 -0.4923
C -5.613194 2.923951 3.455664 -0.1 0.0 -0.1 -0.2282
C -6.718618 3.728632 3.146960 0.7 -0.2 -0.7 -0.1772
C -6.886281 4.245782 1.855485 0.0 0.0 0.0 -0.3244
C -5.945291 3.945693 0.868493 0.0 -0.2 0.4 -0.6112
N -7.716128 4.021931 4.183022 -1.1 0.4 1.0 0.9727
O -7.522372 3.561660 5.318060 -0.2 0.6 -1.6 -0.5828
O -8.696536 4.709107 3.862665 1.5 -1.1 0.5 -0.5761
H -4.122059 2.898177 0.395742 -0.4 0.1 0.2 0.4122
H -3.822643 1.999313 2.687666 -0.2 0.1 0.0 0.4067
H -5.467549 2.520684 4.455423 -0.2 0.2 -0.2 0.4842
H -7.736865 4.875633 1.603410 0.1 -0.2 0.3 0.4426
H -6.068180 4.339857 -0.137876 0.0 -0.1 0.2 0.3939
C 0.879271 -3.971189 3.684213 0.0 0.0 -0.1 -0.4507
C 1.095055 -5.134676 2.944027 0.0 0.3 -0.3 -0.4785
C 1.181395 -5.072548 1.551878 0.0 0.0 0.0 -0.3944
C 1.054167 -3.833657 0.908658 -0.1 0.0 0.8 0.1266
C 0.829809 -2.665150 1.648739 0.0 0.0 0.1 -0.0519
C 0.742469 -2.740235 3.040286 0.1 -0.3 -0.3 -0.6971
N 1.169404 -3.758146 -0.552674 0.3 -1.4 -0.8 0.9745
O 1.349062 -4.816573 -1.173286 -0.3 2.2 0.9 -0.5757
O 1.084697 -2.640526 -1.081626 0.3 -1.4 0.8 -0.8364
H 0.818303 -4.023843 4.769898 0.0 0.0 -0.2 0.4168
H 1.199161 -6.090538 3.452991 0.0 0.2 -0.2 0.3806
H 1.349922 -5.988279 0.989392 0.0 0.3 0.0 0.4527
H 0.724259 -1.697793 1.162092 0.0 -0.3 0.0 0.4654
H 0.571524 -1.838347 3.623913 0.0 -0.2 -0.2 0.4439
C -4.185946 2.505376 7.699852 0.1 0.0 0.0 -0.4587
C -4.590845 1.211716 7.367225 0.4 0.0 0.0 -0.4658
C -3.650746 0.182349 7.289692 0.1 0.0 0.0 -0.2958
C -2.302276 0.460039 7.552917 -0.7 0.7 0.1 0.0391
C -1.891911 1.759419 7.879533 0.0 0.0 0.0 -0.3469
C -2.840834 2.781218 7.951224 -0.1 -0.4 -0.1 -0.3936
N -1.312985 -0.622900 7.497980 0.9 -0.9 0.0 1.0016
O -1.712499 -1.754862 7.186927 0.6 1.6 0.4 -0.5950
O -0.136269 -0.344416 7.769687 -1.7 -0.5 -0.5 -0.5867
H -4.923448 3.303563 7.764591 0.1 -0.2 0.0 0.4123
H -5.640781 1.004892 7.171236 0.2 0.0 0.0 0.4321
H -3.982321 -0.820449 7.029293 0.3 0.2 0.1 0.4315
H -0.847949 1.989955 8.081382 -0.2 -0.3 -0.1 0.4325
H -2.532690 3.792599 8.206961 0.0 -0.2 0.0 0.3826

Record 4
88
Properties=species:S:1:pos:R:3:forces:R:3:mulliken_charge:R:1 method="wB97M-V/def2-TZVPD" charge=+2 largest_force_ev_per_a=2.66 multiplicity=6 gap_ha="0.2317 / 0.2573"
Ir -0.540738 1.621240 0.067606 0.2 0.2 0.0 1.6098
C 0.207627 -2.032362 -0.203268 0.1 0.4 0.2 -1.1216
C -1.184493 -1.569713 -0.539419 -0.2 0.9 -0.5 0.1979
O -1.637517 -0.457338 0.293859 0.6 -0.1 0.6 0.2384
C -2.890689 -0.699147 0.928447 -1.0 -1.1 -1.3 -0.2858
C -2.768960 -1.366349 2.275955 -0.3 -0.3 0.3 -1.1388
H 0.505319 -2.843227 -0.872792 0.0 0.1 0.0 0.4551
H 0.183818 -2.425269 0.807747 0.1 -0.2 0.2 0.4684
H 0.959918 -1.225222 -0.224453 -0.4 -0.4 -0.2 -0.2644
H -1.895137 -2.382917 -0.501923 -0.2 -0.3 0.5 0.6294
H -1.356913 -1.168841 -1.530349 0.7 -0.1 -0.5 -0.7706
H -3.446204 -1.354203 0.196003 0.2 0.6 0.9 0.1429
H -3.474201 0.213123 0.981374 0.3 0.4 0.1 0.3181
H -2.752103 -2.472906 2.188114 0.3 0.7 0.2 0.3217
H -3.667275 -1.102024 2.852281 0.3 -0.2 0.0 0.4429
H -1.888007 -0.973545 2.812168 -0.4 -0.4 -0.2 -0.0424
C -4.073031 -4.723424 -2.430649 -1.2 2.2 0.5 -0.6944
C -4.797010 -3.486376 -2.435301 0.0 -1.6 -0.2 -0.7020
C -4.165866 -2.367528 -2.860284 0.7 1.8 -0.4 -0.6578
C -2.798005 -2.331181 -3.242358 -0.7 -0.7 0.8 0.4378
C -2.030576 -3.475310 -3.003701 -0.8 0.2 -1.4 -0.1127
C -2.719232 -4.660687 -2.648891 1.0 -0.1 0.1 -0.5310
Ge -2.300391 -0.841302 -4.340035 0.8 -0.3 -1.8 0.8009
C -2.174254 0.809374 -3.391540 -0.4 1.8 1.7 0.1890
C -1.231851 1.843058 -3.564518 -0.3 -1.0 0.7 0.0458
C -1.118986 2.867711 -2.633782 0.5 -0.8 -0.1 -0.6104
C -2.006782 2.950990 -1.558368 0.1 1.4 0.7 -0.9649
C -3.031834 2.009055 -1.388824 -0.2 0.9 1.2 -0.6438
C -3.059505 0.995839 -2.298953 -1.0 -1.8 -0.6 0.0640
C -0.570164 -1.063729 -5.289932 0.1 0.8 -0.4 -0.2962
C 0.535192 -1.313288 -4.454966 -1.8 0.6 -1.6 0.5790
C 1.794371 -1.311256 -4.975426 2.1 -0.8 1.2 -0.5146
C 2.074250 -1.029006 -6.322619 -1.7 0.5 1.4 -0.6814
C 1.005647 -0.598893 -7.096976 0.3 -1.1 -0.1 -0.5370
C -0.297968 -0.685975 -6.630773 -1.0 -0.2 0.4 -0.4692
H -4.641920 -5.607534 -2.203493 0.4 -0.4 0.0 0.4405
H -5.863726 -3.392321 -2.241193 0.2 -0.5 0.1 0.4575
H -4.745487 -1.432492 -2.951327 0.2 -0.6 -0.1 0.3681
H -0.988287 -3.443471 -3.379357 -0.6 -0.5 0.6 0.3954
H -2.153143 -5.567324 -2.565067 0.3 -0.4 -0.1 0.4447
H -0.491913 1.751682 -4.317019 0.6 0.0 -0.8 0.5206
H -0.222455 3.487236 -2.669075 -0.6 0.4 -0.2 0.5946
H -1.993640 3.899666 -1.012689 0.0 -0.5 0.3 0.4890
H -3.784772 2.073141 -0.529862 1.2 0.0 -1.5 0.3836
H -3.862530 0.273816 -2.138032 0.3 -0.1 -0.2 -0.1778
H 0.322605 -1.476548 -3.429687 0.3 -0.3 1.0 0.1931
H 2.529189 -1.609845 -4.177373 0.0 0.4 -1.4 0.2835
H 3.027981 -1.065070 -6.765563 1.1 -0.1 -0.1 0.4425
H 1.215766 -0.384439 -8.129621 -0.2 0.3 -0.3 0.3953
H -1.104379 -0.499787 -7.359620 0.3 0.0 0.6 0.3447
I 3.244772 0.569179 -0.277909 -0.8 0.5 0.0 -0.0751
C 1.292113 1.334277 -0.918292 -0.7 -0.3 -0.2 -0.6702
H 0.976507 0.510739 -1.577014 0.1 0.2 -0.2 -0.3002
H 1.450608 2.212128 -1.547936 0.5 -0.1 0.2 0.5681
N -0.106388 4.406795 5.041488 2.1 -0.9 0.0 -0.1964
C -0.911768 3.295662 4.485875 0.9 -0.7 -0.4 -1.1431
P -0.051869 2.763393 2.855747 -0.1 0.0 -0.1 1.2377
O 1.239104 3.539960 2.705476 -1.3 -0.5 1.0 -0.8198
O -1.249525 2.903840 1.911951 0.9 -0.7 -0.8 -0.8882
C 0.346647 0.983892 3.033282 1.5 0.8 -1.9 0.2268
N 1.334594 0.723628 4.043258 0.9 1.0 2.3 -0.4832
H 0.891020 4.167378 4.716287 -1.1 0.9 0.2 0.3756
H -0.106202 4.525748 6.057639 -0.3 0.0 -0.2 0.3639
H -0.377226 5.257176 4.596285 0.0 1.1 -0.3 0.3326
H -1.847850 3.641411 4.113615 -0.8 0.4 0.2 0.4029
H -1.029128 2.571192 5.282534 -0.1 -0.4 -0.2 0.3824
H 0.798983 0.625652 2.074527 -0.4 0.5 0.1 -0.1263
H -0.504134 0.380507 3.136632 -1.3 -0.7 0.5 -0.2401
H 1.984561 1.566115 4.176000 -1.2 -1.5 -0.4 0.3408
H 2.727531 -0.616724 4.415048 -0.4 0.3 0.3 0.4487
H 0.796534 0.639102 4.924364 0.9 0.0 -0.3 0.2629
C 6.084052 -1.723543 4.987107 -0.6 0.0 1.4 -1.0844
As 4.786417 -1.219870 3.757171 -0.5 0.7 0.3 0.8642
C 5.169295 0.428137 2.877223 0.3 0.3 -0.2 -0.7693
C 4.187567 -2.517093 2.538576 -0.5 -1.3 -1.1 -0.7554
O 3.518463 -0.952336 4.891377 -0.5 0.1 -0.2 -0.5790
H 6.976650 -2.021745 4.561973 1.8 -1.0 -1.2 0.4404
H 5.677055 -2.502540 5.648256 0.1 0.2 -0.3 0.3592
H 6.378108 -0.867533 5.578767 -0.4 0.4 0.3 0.3739
H 5.632112 1.108832 3.613157 -0.1 -0.4 -0.3 0.3653
H 4.213389 0.912901 2.502716 1.4 -0.8 0.0 0.0436
H 5.955489 0.135312 2.115602 -1.1 0.8 0.4 0.3977
H 3.506138 -3.254694 3.036723 0.7 0.7 -0.3 0.3555
H 5.032831 -3.079016 2.082561 -0.5 0.4 0.4 0.4035
H 3.634715 -2.016272 1.711086 0.3 -0.2 0.6 0.0997
O -0.351759 6.678288 1.528548 -0.1 0.6 -0.2 -0.3810
N -0.712650 7.393709 0.639166 -0.3 -1.2 -0.5 0.7271
O -1.218498 7.140332 -0.413341 0.4 0.6 0.7 -0.3380